19
Properties=species:S:1:pos:R:3 method="wB97M-V/def2-TZVPD" homo_lumo_gap_ha=0.4152 homo_ev=-10.192 smiles=CC[C@H](C)[C@@H]1CO1 de_lowest_kj_mol=127.1 e_lumo_ha=0.0407 max_force_ev_per_a=0.27
C 2.01 0.61 -0.16
C 1.12 -0.25 -1.05
O -0.34 -0.29 1.89
C -0.51 -1.03 0.69
C -1.62 -0.83 1.63
C -0.36 -0.30 -0.64
C -1.01 1.08 -0.64
H 1.97 0.28 0.88
H 1.71 1.66 -0.18
H 3.06 0.57 -0.49
H 1.52 -1.28 -1.07
H 1.18 0.11 -2.09
H -0.03 -2.00 0.72
H -2.40 -0.10 1.41
H -1.93 -1.65 2.28
H -0.88 -0.93 -1.38
H -0.75 1.62 -1.56
H -2.11 1.01 -0.61
H -0.68 1.67 0.21

=====

11
Properties=species:S:1:pos:R:3 method="wB97M-V/def2-TZVPD" homo_lumo_gap_ha=0.3030 homo_ev=-7.815 smiles=Oc1cc(Cl)c(S)o1 de_lowest_kj_mol=118.5 e_lumo_ha=0.0158 max_force_ev_per_a=3.23
C 1.80 -0.32 0.00
C 0.94 -1.41 0.07
C -0.38 -0.78 0.03
C -0.13 0.58 0.21
H 3.36 0.58 -0.46
H 1.18 -2.39 -0.23
H -0.20 2.71 -0.36
O 3.12 -0.32 -0.16
O 1.17 0.91 0.29
S -1.21 1.97 -0.09
Cl -1.92 -1.51 -0.03

=====

86
Properties=species:S:1:pos:R:3 method="wB97M-V/def2-TZVPD" homo_lumo_gap_ha=0.2447 homo_ev=-9.165 e_lumo_ha=-0.0921 max_force_ev_per_a=10.33
O 0.91 -5.68 5.18
C 0.95 -4.79 4.24
O 0.30 -3.47 4.28
C 0.59 -2.76 2.99
C 0.59 -1.20 3.54
S 0.62 0.09 2.21
O 2.02 0.73 2.12
O -0.28 1.23 2.74
C -0.78 -2.98 2.18
C -2.20 -2.62 2.88
C -3.61 -2.75 2.18
N -3.73 -3.20 0.81
C -2.48 -3.55 0.17
C -1.00 -3.52 0.71
C 1.98 -3.50 2.68
I 3.25 -3.30 4.52
S 2.97 -3.40 1.16
O 2.26 -3.25 -0.18
O 3.69 -4.77 1.03
C 4.35 -2.15 1.02
F 5.23 -2.00 2.12
F 3.93 -0.84 0.51
F 5.19 -2.66 -0.08
O 1.58 -4.92 2.91
H 1.43 -0.97 4.28
H -0.40 -1.03 4.14
H 0.11 -0.32 0.97
H -2.23 -2.22 3.98
H -4.60 -2.49 2.75
H -2.60 -3.92 -0.94
H -0.12 -3.87 0.08
C 2.41 -3.02 -3.39
C 3.38 -3.33 -4.53
O 2.59 -4.01 -5.51
S 1.07 -3.43 -5.45
O 0.93 -2.43 -6.48
O 0.17 -4.54 -5.32
O 1.18 -2.67 -4.02
H 2.24 -3.90 -2.77
H 2.77 -2.20 -2.76
H 4.21 -3.96 -4.21
H 3.77 -2.41 -4.98
C 0.76 3.31 0.28
C 1.06 4.80 0.31
O 0.92 5.24 -1.04
S -0.23 4.35 -1.77
O -1.47 5.08 -1.72
O 0.32 3.81 -2.98
O -0.30 3.16 -0.66
H 1.62 2.74 -0.10
H 0.47 2.92 1.25
H 2.07 5.01 0.68
H 0.33 5.33 0.93
C 1.23 0.63 -8.94
C 0.02 0.00 -8.27
O -0.88 1.09 -8.05
S -0.71 2.18 -9.24
O -1.73 1.94 -10.22
O -0.48 3.47 -8.65
O 0.70 1.62 -9.83
H 1.87 1.13 -8.21
H 1.82 -0.10 -9.50
H 0.27 -0.48 -7.33
H -0.47 -0.72 -8.93
C 0.96 2.07 7.13
C -0.29 1.96 8.00
O -0.66 0.58 7.92
S 0.67 -0.33 7.75
O 1.04 -0.83 9.05
O 0.51 -1.18 6.61
O 1.70 0.87 7.37
H 0.71 2.12 6.07
H 1.57 2.95 7.39
H -1.09 2.60 7.65
H -0.07 2.18 9.04
C -5.80 3.76 -0.64
C -5.69 3.97 0.87
O -4.30 4.14 1.13
S -3.61 4.87 -0.16
O -3.52 6.28 0.13
O -2.49 4.09 -0.58
O -4.83 4.65 -1.21
H -5.53 2.74 -0.92
H -6.79 4.00 -1.02
H -6.09 3.12 1.43
H -6.21 4.88 1.18

=====

73
Properties=species:S:1:pos:R:3 method="wB97M-V/def2-TZVPD" homo_lumo_gap_ha=0.2690 homo_ev=-12.278 de_lowest_kj_mol=440.6 total_charge=+1 e_lumo_ha=-0.1822 max_force_ev_per_a=5.60
C -1.98 -2.46 4.76
C -3.54 -2.26 5.11
O -4.31 -2.88 4.06
C -4.57 -1.82 3.09
C -5.15 -2.50 1.75
O -4.11 -3.38 1.28
C -3.63 -2.97 -0.04
C -2.68 -1.72 0.23
C -1.32 -1.96 0.82
C -0.94 -3.50 1.11
C -0.44 -4.20 -0.24
F 0.19 -3.55 2.01
N -0.31 -1.09 1.15
N -0.70 0.16 0.92
P 0.60 1.37 1.34
C 1.34 0.67 2.96
C 0.46 1.05 4.24
C 1.96 0.95 0.06
C 1.59 1.40 -1.42
C -1.89 0.65 0.42
C -2.11 2.23 0.31
C -1.53 2.87 -1.04
F -0.60 3.91 -0.83
C -3.03 -0.25 -0.03
P -4.68 0.25 -0.79
O -5.13 -0.86 -2.04
O -4.53 1.72 -1.68
H -1.65 -1.60 4.09
H -1.32 -2.49 5.70
H -1.86 -3.47 4.25
H -3.69 -2.75 6.13
H -3.82 -1.16 5.24
H -3.56 -1.36 2.81
H -5.27 -1.03 3.52
H -5.50 -1.73 1.00
H -6.09 -3.07 2.08
H -3.04 -3.81 -0.50
H -4.55 -2.74 -0.64
H -1.77 -4.06 1.64
H -0.71 -5.30 -0.30
H -0.74 -3.64 -1.18
H 0.71 -4.16 -0.21
H 2.37 1.18 3.04
H 1.57 -0.44 2.88
H 1.04 0.66 5.15
H -0.54 0.52 4.24
H 0.40 2.18 4.29
H 2.91 1.49 0.37
H 2.19 -0.18 0.07
H 1.47 2.53 -1.51
H 2.49 1.14 -2.08
H 0.71 0.83 -1.85
H -3.25 2.37 0.31
H -1.78 2.79 1.25
H -2.42 3.25 -1.65
H -1.10 2.01 -1.65
H -4.38 -0.81 -2.67
H -4.05 1.54 -2.52
C 6.83 4.32 -6.17
C 6.16 4.43 -4.82
O 5.48 3.21 -4.48
C 6.26 2.22 -4.03
O 7.46 2.28 -3.88
O 5.49 1.15 -3.79
C 6.21 -0.01 -3.39
H 6.11 4.00 -6.93
H 7.26 5.28 -6.47
H 7.63 3.57 -6.16
H 5.40 5.21 -4.85
H 6.87 4.71 -4.04
H 6.86 0.21 -2.53
H 6.80 -0.39 -4.22
H 5.49 -0.76 -3.09

=====

17
Properties=species:S:1:pos:R:3 method="wB97M-V/def2-TZVPD" homo_lumo_gap_ha=0.3681 homo_ev=-9.271 de_lowest_kj_mol=272.1 e_lumo_ha=0.0274 max_force_ev_per_a=2.83
C -0.69 -1.59 0.19
C 1.16 -1.35 -1.64
C -1.67 1.49 0.47
C 0.54 -1.96 -0.40
N -1.56 -1.18 0.78
O 0.07 2.96 1.83
O 1.04 1.01 0.50
S -0.10 1.34 1.45
H 1.36 -0.32 -1.36
H 0.76 -1.43 -2.69
H 2.07 -1.88 -1.70
H -1.49 1.46 -0.64
H -2.31 0.71 0.80
H -2.00 2.41 0.78
H 0.45 -3.00 -0.50
H 1.29 -1.79 0.37
H 1.09 3.12 1.77

=====

82
Properties=species:S:1:pos:R:3 method="wB97M-V/def2-TZVPD" homo_lumo_gap_ha=0.2133 homo_ev=-10.436 total_charge=+1 e_lumo_ha=-0.1703 max_force_ev_per_a=4.29
C -3.18 3.32 1.11
C -2.68 2.34 -0.06
Cl -3.75 0.87 -0.35
C -1.52 2.63 -0.80
Cl -1.11 1.42 -2.15
C -0.54 3.87 -0.63
C -1.23 5.27 -1.11
C -1.51 6.05 0.26
N -0.79 5.41 1.17
C 0.09 4.22 0.80
C 1.56 4.88 0.90
C 2.60 4.35 -0.18
C 3.71 3.35 0.32
C 4.81 2.80 -0.65
C 4.87 3.25 -2.16
C 3.76 4.24 -2.67
C 3.68 4.78 -4.17
C 2.67 4.76 -1.67
H -2.30 3.43 1.85
H -4.04 2.84 1.71
H -3.58 4.33 0.74
H 0.21 3.71 -1.50
H -2.24 5.16 -1.66
H -0.42 5.85 -1.69
H -2.19 6.95 0.44
H -0.73 5.60 2.18
H -0.07 3.33 1.50
H 1.47 6.02 0.85
H 2.00 4.64 1.94
H 3.78 2.98 1.40
H 5.62 2.07 -0.28
H 5.70 2.88 -2.86
H 4.70 4.74 -4.73
H 3.23 5.84 -4.19
H 2.97 4.09 -4.75
H 1.88 5.49 -2.06
C 4.55 -4.87 -3.04
O 3.54 -3.89 -3.20
C 2.23 -4.43 -3.31
C 1.23 -3.69 -2.42
O 1.43 -3.84 -1.02
C 2.61 -3.26 -0.45
C 2.67 -1.73 -0.48
O 2.81 -1.24 -1.80
C 1.94 -0.16 -2.09
H 4.86 -5.25 -4.02
H 5.41 -4.40 -2.56
H 4.22 -5.70 -2.41
H 2.21 -5.50 -3.07
H 1.92 -4.31 -4.36
H 0.24 -4.11 -2.63
H 1.17 -2.63 -2.69
H 3.50 -3.71 -0.88
H 2.60 -3.56 0.60
H 3.56 -1.41 0.08
H 1.79 -1.32 0.02
H 0.96 -0.28 -1.63
H 1.81 -0.11 -3.18
H 2.39 0.78 -1.75
C -2.50 -3.51 0.41
O -2.56 -3.80 1.80
C -1.95 -2.81 2.61
C -2.84 -2.44 3.81
O -4.06 -1.77 3.49
C -5.05 -2.52 2.78
C -5.68 -3.68 3.55
O -4.75 -4.73 3.77
C -4.75 -5.22 5.09
H -1.55 -3.84 0.00
H -3.31 -4.06 -0.08
H -2.65 -2.44 0.21
H -1.72 -1.90 2.04
H -1.01 -3.23 2.99
H -2.27 -1.74 4.42
H -3.03 -3.30 4.44
H -4.68 -2.83 1.81
H -5.86 -1.80 2.57
H -6.50 -4.10 2.95
H -6.11 -3.31 4.49
H -4.90 -4.43 5.84
H -3.79 -5.70 5.29
H -5.54 -5.98 5.20

=====

47
Properties=species:S:1:pos:R:3 method="wB97M-V/def2-TZVPD" homo_lumo_gap_ha=0.1705 homo_ev=-17.139 total_charge=+3 e_lumo_ha=-0.4594 max_force_ev_per_a=4.08
C 2.63 -1.31 -2.20
I 3.10 1.25 -1.68
H 1.65 -0.86 -1.98
H 2.50 -2.38 -1.96
H 2.93 -1.22 -3.26
Hf -1.94 0.76 -1.38
P -1.07 0.42 -3.70
C 0.54 0.74 -4.47
C -1.64 -1.03 -4.65
H -3.10 1.81 -3.99
H -2.23 1.49 -5.53
H -1.59 2.71 -4.38
C -2.11 1.74 -4.47
H -2.61 -1.37 -4.26
H -1.74 -0.76 -5.71
H 0.44 0.83 -5.56
H 1.23 -0.08 -4.24
H -0.91 -1.84 -4.55
H 0.98 1.67 -4.07
C 3.69 -0.76 -1.33
O 4.58 -1.20 -0.67
Cl -3.80 -0.53 -1.63
N -1.24 -0.21 0.31
S 0.24 0.12 1.13
C -0.18 1.41 2.30
C -1.42 2.04 2.28
C -1.70 3.06 3.18
C -0.74 3.45 4.13
C 0.51 2.82 4.16
C 0.80 1.80 3.25
C 0.39 -1.26 2.28
C -0.20 -1.25 3.55
C 0.02 -2.30 4.44
C 0.80 -3.39 4.05
C 1.36 -3.43 2.78
C 1.17 -2.37 1.89
H -1.80 -0.92 0.83
H -2.17 1.70 1.56
H -2.68 3.55 3.15
H -0.97 4.25 4.84
H 1.25 3.10 4.91
H 1.76 1.29 3.26
H -0.82 -0.41 3.84
H -0.43 -2.27 5.44
H 0.97 -4.22 4.75
H 1.95 -4.30 2.46
H 1.61 -2.37 0.90